{
  "formula": "C39H47As2CsFN3O11P",
  "method": "ωB97M-V/def2-TZVPD",
  "elements": ["Cs", "F", "C", "C", "C", "C", "O", "C", "C", "N", "C", "C", "C", "C", "C", "C", "N", "C", "C", "N", "C", "C", "C", "O", "O", "H", "H", "H", "H", "H", "H", "H", "H", "H", "H", "H", "H", "H", "H", "H", "H", "H", "H", "C", "P", "C", "C", "C", "C", "C", "C", "C", "H", "H", "H", "H", "H", "H", "H", "H", "H", "H", "H", "C", "O", "C", "O", "C", "C", "As", "C", "C", "C", "As", "C", "C", "O", "O", "C", "C", "O", "O", "C", "C", "O", "O", "C", "H", "H", "H", "H", "H", "H", "H", "H", "H", "H", "H", "H", "H", "H", "H", "H", "H", "H"],
  "coordinates": [[0.4967, -0.6062, 0.2851], [-3.2058, 6.6454, -1.1141], [-3.2235, 5.8707, -0.0020], [-2.4901, 4.7169, 0.0291], [-2.5478, 3.8906, 1.1506], [-1.7384, 2.6509, 1.1374], [-1.0118, 2.3816, 0.1853], [-1.8768, 1.8384, 2.3277], [-2.6658, 2.2493, 3.3385], [-3.3723, 3.4292, 3.3560], [-4.2021, 3.7394, 4.4900], [-3.6525, 3.5297, 5.8708], [-3.8561, 4.9230, 5.3558], [-3.3454, 4.2483, 2.2504], [-4.0726, 5.4472, 2.1976], [-4.0130, 6.2604, 1.0805], [-4.7699, 7.4710, 1.0888], [-4.2536, 8.6414, 0.3985], [-5.0646, 9.8601, 0.8806], [-5.7373, 9.4815, 2.1654], [-6.8057, 8.4449, 1.9350], [-6.2165, 7.3825, 0.9881], [-1.0089, 0.6025, 2.4822], [-1.5275, -0.5208, 2.4166], [0.2197, 0.8590, 2.5307], [-1.8724, 4.4126, -0.8063], [-2.7747, 1.6517, 4.2334], [-5.2556, 3.5258, 4.3409], [-2.6230, 3.2032, 5.9252], [-4.3123, 3.1342, 6.6276], [-2.9625, 5.4700, 5.0863], [-4.6743, 5.5063, 5.7572], [-4.6698, 5.7796, 3.0352], [-4.3386, 8.5891, -0.6892], [-3.1968, 8.7512, 0.6423], [-5.8591, 10.1242, 0.1856], [-4.4472, 10.7370, 1.0544], [-6.1237, 10.2984, 2.6371], [-5.0297, 9.0530, 2.7675], [-7.6723, 8.9571, 1.5228], [-7.0601, 8.0345, 2.9096], [-6.5649, 7.5499, -0.0392], [-6.5461, 6.3920, 1.2880], [-4.2229, -2.3169, -0.8381], [-2.4221, -2.0738, -1.0106], [-1.7392, -3.5967, -0.2592], [-2.1877, -2.3841, -2.8003], [-2.2151, -3.6509, -3.3859], [-2.0367, -3.8045, -4.7511], [-1.8354, -2.6904, -5.5577], [-1.8093, -1.4266, -4.9906], [-1.9780, -1.2776, -3.6190], [-4.5934, -3.2521, -1.2625], [-4.7297, -1.4846, -1.3270], [-4.4712, -2.2835, 0.2248], [-2.2960, -4.5009, -0.5172], [-1.7466, -3.5116, 0.8294], [-0.7034, -3.7530, -0.5675], [-2.3765, -4.5299, -2.7728], [-2.0575, -4.7948, -5.1886], [-1.6980, -2.8109, -6.6248], [-1.6505, -0.5528, -5.6097], [-1.9437, -0.2861, -3.1803], [3.2664, 0.9572, 6.0951], [3.4737, 0.6043, 4.7257], [3.0502, 1.5288, 3.8381], [2.5440, 2.5640, 4.1885], [3.2481, 1.0369, 2.4580], [4.2795, 0.2113, 2.1694], [6.0561, 0.9936, 2.4876], [5.9309, 2.2775, 3.9736], [5.5281, 2.3485, 1.0754], [4.3402, 2.6539, 0.5404], [2.4859, 1.9778, 0.9256], [1.6073, 3.5442, 1.6919], [4.2462, 3.6487, -0.5605], [3.2375, 4.2468, -0.8457], [5.3677, 3.7350, -1.2876], [5.3668, 4.7080, -2.3366], [6.7997, 3.0764, 0.7940], [7.0728, 4.1056, 1.3545], [7.6953, 2.5159, -0.0284], [7.3539, 1.4047, -0.8540], [4.2043, -0.6454, 0.9787], [3.1463, -0.9531, 0.4731], [5.3766, -1.1369, 0.5870], [5.3204, -2.0499, -0.5177], [3.6813, 0.1433, 6.6798], [2.2021, 1.0719, 6.2907], [3.7754, 1.8945, 6.3161], [6.0635, 1.7501, 4.9154], [5.0360, 2.8897, 3.9861], [6.7936, 2.9238, 3.8053], [2.2499, 4.1132, 2.3529], [0.7589, 3.1410, 2.2373], [1.2983, 4.1298, 0.8303], [6.3417, 4.6377, -2.8055], [5.2139, 5.6991, -1.9148], [4.5732, 4.4878, -3.0473], [7.9414, 1.5116, -1.7621], [6.2940, 1.4044, -1.1067], [7.6185, 0.4739, -0.3532], [6.3419, -2.3661, -0.6970], [4.9104, -1.5503, -1.3934], [4.6965, -2.9024, -0.2580]],
  "forces_ev_per_angstrom": [[-0.774, -0.687, -0.989], [-0.001, -0.026, 0.031], [0.055, -0.085, -0.080], [-0.085, 0.056, 0.096], [0.038, 0.004, -0.122], [0.127, 0.011, 0.059], [-0.148, -0.145, 0.038], [-0.017, 0.064, 0.279], [-0.046, -0.005, -0.072], [-0.006, -0.096, 0.152], [-0.071, 0.069, 0.126], [0.160, 0.034, -0.257], [-0.063, -0.102, -0.047], [0.003, 0.071, -0.110], [0.080, 0.035, -0.083], [-0.087, 0.057, 0.042], [0.038, -0.027, 0.039], [0.026, 0.041, -0.009], [-0.022, -0.050, -0.050], [-0.032, 0.054, 0.085], [0.026, -0.023, -0.033], [0.032, 0.051, -0.060], [0.022, 0.028, -0.217], [-0.339, 0.007, 0.207], [0.137, 0.299, 0.623], [-0.008, 0.014, -0.001], [0.002, -0.009, -0.017], [-0.001, 0.005, 0.005], [-0.043, -0.063, 0.103], [-0.015, 0.003, -0.004], [-0.033, 0.048, 0.023], [0.039, 0.037, -0.017], [0.022, -0.084, 0.047], [-0.008, -0.029, -0.018], [-0.033, 0.023, 0.017], [-0.015, 0.020, 0.005], [0.028, -0.001, 0.014], [0.021, -0.032, 0.004], [-0.008, 0.019, -0.012], [-0.013, -0.013, -0.022], [-0.009, -0.004, 0.017], [0.011, -0.005, 0.001], [-0.027, 0.002, 0.029], [-0.193, -0.099, 0.149], [0.160, 0.338, -0.132], [-0.096, -0.432, 0.127], [-0.036, -0.136, -0.011], [-0.005, 0.029, 0.036], [0.001, 0.006, -0.039], [-0.007, -0.040, -0.007], [-0.007, 0.036, 0.044], [0.023, 0.010, -0.095], [0.088, -0.025, -0.014], [-0.004, -0.008, -0.003], [-0.022, 0.006, -0.023], [-0.010, 0.030, -0.031], [-0.055, 0.135, -0.016], [-0.004, 0.099, -0.064], [0.002, 0.015, -0.007], [0.002, 0.014, -0.006], [0.000, -0.002, 0.012], [0.001, -0.015, -0.016], [0.000, -0.013, 0.032], [0.021, 0.088, -0.075], [-0.053, -0.062, -0.181], [0.109, 0.059, 0.806], [0.025, 0.036, -0.181], [-0.099, -0.042, -0.237], [0.025, 0.481, 0.499], [-0.070, -0.112, 0.142], [0.069, -0.126, -0.155], [-0.088, -0.126, 0.248], [0.327, 0.174, 0.346], [-0.097, 0.031, -0.070], [0.290, 0.037, -0.025], [-0.018, 0.034, -0.452], [-0.043, 0.052, 0.156], [0.161, -0.018, 0.160], [-0.119, 0.039, 0.048], [0.105, 0.506, -0.620], [-0.098, -0.221, 0.133], [0.177, 0.048, 0.018], [-0.123, -0.104, 0.031], [-0.095, 0.175, 0.061], [0.737, -0.554, -0.342], [0.105, 0.035, -0.137], [-0.040, -0.012, 0.033], [0.004, -0.032, 0.003], [-0.008, 0.013, 0.037], [-0.024, 0.003, 0.083], [-0.024, -0.040, 0.001], [-0.038, 0.004, -0.020], [-0.025, 0.023, 0.033], [0.017, 0.048, -0.025], [0.032, 0.039, 0.022], [-0.063, 0.017, 0.014], [0.033, -0.005, -0.009], [0.001, 0.036, -0.049], [0.000, 0.028, -0.032], [0.005, -0.008, 0.001], [0.053, 0.000, -0.003], [-0.004, -0.024, 0.043], [0.034, 0.016, 0.014], [-0.005, -0.026, -0.025], [-0.004, -0.021, -0.048]],
  "mulliken_charge": [1.6110, -0.3470, 0.3829, -0.5722, 0.5239, 1.1883, -0.8236, 0.2114, -0.0883, 0.2237, -0.1967, -0.9942, -0.5228, 0.0266, -0.7613, -1.4017, 0.4268, -0.6596, -0.6582, -0.1558, -0.7817, -0.6207, -0.9836, -0.6641, -0.3282, 0.6551, 0.7088, 0.4124, 0.3463, 0.2586, 0.2653, 0.3125, 0.6078, 0.4151, 0.4835, 0.3527, 0.3692, 0.3158, 0.3821, 0.3798, 0.4115, 0.3310, 0.4990, -1.2894, 0.5001, -1.3339, 0.4727, -0.2451, -0.6934, -0.4233, -0.5350, -0.5555, 0.4103, 0.3374, 0.3838, 0.4256, 0.3627, 0.4460, 0.2333, 0.3838, 0.3805, 0.3824, 0.3964, -0.7898, -0.2243, 0.2445, -0.5831, 1.3453, -0.0633, 0.2058, -1.2232, -0.1369, 0.6643, -0.2592, -1.2775, -0.0515, -0.6079, -0.1899, -0.7961, 0.2120, -0.5950, -0.3576, -0.5211, 0.2283, -0.6342, -0.3373, -0.8348, 0.2511, 0.2963, 0.3286, 0.3892, 0.3461, 0.4690, 0.6031, 0.2471, 0.4003, 0.2737, 0.3063, 0.2912, 0.3654, 0.2292, 0.2525, 0.2621, 0.3309, 0.3596],
  "homo_lumo_gap_ha": 0.234,
  "total_charge": 1,
  "e_homo_ev": -9.4,
  "lumo_energy_ha": -0.1124,
  "relative_energy_kcal_mol": 9.67
}